The following is a quantum chemistry calculation of a 2-piece molecular cluster, C5H14S overall, from the OMol25 dataset.

E = -597.06235 a.u.
charge = 0
structure (SMILES) = CCC.CCS
HOMO-LUMO gap = 10.05 eV
relative energy (zero: lowest compared OMol25 entry of this formula, charge and spin) = 9.4 kcal per mole
HOMO level = -9.051 eV

Last column: Mulliken charge in e.
Atoms and positions in Å:
1 C 2.207308 2.288750 0.524119  -1.022
2 C 2.838230 0.935619 0.811112  -0.358
3 C 1.847088 -0.238309 0.850861  -0.623
4 H 1.679713 2.653679 1.403215  0.270
5 H 2.937874 3.040127 0.234762  0.364
6 H 1.466361 2.167837 -0.270366  0.197
7 H 3.632334 0.728356 0.084016  0.269
8 H 3.464391 0.965273 1.707059  0.312
9 H 1.875666 -0.691972 1.832548  0.372
10 H 0.835743 0.082756 0.614910  -0.202
11 H 2.049718 -0.980517 0.073160  0.365
12 C -1.448971 0.606355 -1.416515  -0.631
13 C -2.323455 -0.165909 -0.452496  -0.458
14 S -1.694119 -1.869480 -0.184399  -0.185
15 H -1.924167 1.536597 -1.757205  0.326
16 H -1.247574 0.059627 -2.332046  0.317
17 H -0.429463 0.880966 -1.122746  -0.025
18 H -2.490543 0.389196 0.462764  0.318
19 H -3.239875 -0.371850 -0.998070  0.322
20 H -0.566154 -1.507360 0.433795  0.070

Atomic forces in eV per Å
C -0.2 -0.3 0.1
C 1.0 -0.2 -0.3
C 0.2 0.2 -0.3
H -0.1 0.1 0.1
H 0.0 0.0 -0.1
H 0.1 0.2 -0.1
H -0.4 0.0 -0.4
H -0.5 0.1 0.4
H -0.3 -0.4 0.1
H -0.2 0.3 0.3
H 0.3 -0.1 0.3
C 0.6 0.8 -0.9
C 0.7 -0.5 -0.9
S -0.1 0.4 0.3
H -0.1 -0.1 0.3
H -0.3 -0.4 -0.1
H -0.3 -0.1 0.7
H -0.2 -0.2 0.2
H -0.4 0.2 0.4
H 0.1 -0.1 0.0